21
Properties=species:S:1:pos:R:3:forces:R:3 method="wB97M-V/def2-TZVPD" smiles="CC(C)C1=NC1(C)C" e_homo_ev=-9.08 total_charge=0 gap_ev=9.937 total_energy_ev=-8957.0355 lumo_ev=0.9
C 0.14669 -0.71620 -0.57989 0.4 1.2 -1.1
C 1.45979 -0.20419 -0.31145 0.2 0.3 0.0
C 1.92860 -0.17932 1.12844 1.0 -0.6 0.0
C 2.20765 0.71939 -1.32446 -2.4 -0.8 0.4
C -2.30542 -1.16342 -1.02780 1.1 0.2 0.6
C -1.52158 0.75408 0.52104 0.8 2.4 -0.4
C -1.21960 -0.08997 -0.70484 -0.7 -4.5 3.5
N 1.03988 -1.55465 -0.90912 -1.3 0.3 0.6
H 3.00326 -0.11764 1.17776 0.7 0.3 -0.1
H 1.73658 -1.05273 1.74608 -0.5 -0.5 -0.5
H 1.56429 0.61278 1.74259 -0.5 1.0 0.1
H 3.18869 0.36982 -1.21906 1.8 -0.1 -0.4
H 2.14005 1.76439 -0.98548 0.0 -0.2 -0.5
H 1.82255 0.52310 -2.37751 0.5 0.5 1.4
H -2.75979 -1.61687 -0.07411 0.8 0.6 -1.5
H -1.71232 -1.90762 -1.61918 -1.3 0.2 0.3
H -3.05151 -0.62183 -1.60636 -0.4 -0.6 -0.1
H -2.08040 0.26835 1.36040 1.3 0.3 -0.4
H -2.20177 1.56037 0.13784 0.3 -0.6 0.6
H -0.48831 1.35183 0.65026 -2.4 -1.4 0.9
H -1.18070 0.64461 -1.38396 0.6 2.1 -3.4



17
Properties=species:S:1:pos:R:3:forces:R:3 method="wB97M-V/def2-TZVPD" e_homo_ev="-18.57 / -17.58" total_charge=+2 gap_ev="8.066 / 4.825" total_energy_ev=-18156.3238 lumo_ev="-10.5 / -12.8"
H -2.72483 0.45576 -1.10212 -0.1 -0.2 0.4
Tl -2.87504 -2.00024 0.92385 -3.0 -8.8 4.6
O -3.31566 -0.17081 0.77538 -1.2 4.4 -0.4
O -1.40650 1.05354 0.31318 0.0 -0.1 -0.1
C -0.26002 0.41079 0.83849 -0.4 0.1 0.3
C -0.01387 -0.71442 -0.15236 -3.2 -1.3 0.2
O -1.58958 -1.13658 -0.29751 5.2 2.8 -3.0
C -2.35836 0.10372 -0.12077 1.1 2.7 -1.2
H 0.52574 1.15673 0.99458 -0.1 0.0 -0.4
H -0.45024 0.02445 1.85299 0.0 -0.2 -0.3
H 0.36227 -1.65614 0.25755 0.5 0.4 -0.3
H 0.19154 -0.49732 -1.20705 0.3 0.0 0.5
H 2.22812 0.17989 -1.85368 -0.2 -0.2 0.2
O 4.15637 0.01047 0.59788 -2.5 1.3 -2.3
C 2.27664 0.68477 -0.88609 -0.2 1.5 -2.0
C 3.32622 0.37663 -0.11332 4.0 -2.2 3.7
H 1.92721 1.71877 -0.82103 -0.3 -0.2 0.1



18
Properties=species:S:1:pos:R:3:forces:R:3 method="wB97M-V/def2-TZVPD" smiles="C[n+]1cccnc1C(N)=O" e_homo_ev=-14.43 total_charge=+1 gap_ev=9.010 total_energy_ev=-12862.1323 lumo_ev=-5.4
C 0.74122 2.28121 -0.54277 0.7 -2.0 2.1
C 1.07618 1.94933 0.78991 -2.5 -0.1 -0.3
C 0.18745 1.30260 -1.33460 -0.4 -2.2 -2.4
C 0.17760 -0.18506 0.51365 0.5 1.7 -3.4
C -0.17649 -1.50492 1.08908 -0.1 0.2 1.5
C -0.49891 -1.12734 -1.73504 -3.0 0.6 1.0
N 0.65810 0.75329 1.28334 0.7 0.4 0.0
N -0.01960 0.02043 -0.89364 -0.3 1.4 2.9
N -0.81925 -1.33571 2.24243 -0.5 -0.6 0.7
O 0.12180 -2.56591 0.62295 0.4 -0.8 -1.1
H 1.03270 3.21670 -0.85998 0.1 1.9 -1.2
H 1.33455 2.74677 1.53238 0.4 -1.1 -0.8
H -0.05357 1.35844 -2.45119 0.4 0.6 1.8
H 0.39401 -1.59483 -1.90898 1.9 -1.7 -1.3
H -1.10973 -1.83946 -1.08150 0.8 1.3 -1.0
H -1.12186 -0.84372 -2.63634 1.1 0.1 1.1
H -0.87373 -0.40759 2.66037 -0.1 -0.8 0.1
H -1.05047 -2.22423 2.70992 0.0 1.1 0.1



18
Properties=species:S:1:pos:R:3:forces:R:3 method="wB97M-V/def2-TZVPD" smiles=CCN.CNO e_homo_ev=-8.53 total_charge=0 gap_ev=9.289 total_energy_ev=-8330.2667 lumo_ev=0.8
C 1.84821 -0.90286 -0.12487 0.0 3.4 -0.5
C 1.67384 0.82161 -0.02182 1.0 -2.3 -0.1
N 0.92549 -1.68544 0.59168 -3.5 0.2 -0.5
H -0.14122 -1.41538 0.26337 3.4 -1.5 1.5
H 1.01327 -1.52682 1.59238 -0.2 0.0 -0.2
H 2.87310 -1.05411 0.22554 -0.1 -0.1 -0.1
H 1.78396 -1.11795 -1.19125 0.1 -0.1 0.0
H 0.83523 1.31056 -0.52101 -0.2 -0.3 0.0
H 1.71130 1.09568 1.03387 -0.1 0.1 -0.1
H 2.55629 1.21964 -0.52173 0.1 0.1 0.1
C -2.52732 0.61279 0.35465 0.1 0.4 -0.3
N -1.41155 -0.21742 -0.05654 0.5 0.6 0.4
O -1.36467 -0.31121 -1.47192 0.4 0.4 -0.3
H -0.83268 0.44401 -1.78543 -0.4 -0.2 0.0
H -0.52881 0.25374 0.22936 -1.0 -0.3 -0.2
H -2.39810 1.65135 0.01343 -0.2 -0.1 0.0
H -3.45576 0.21480 -0.05096 0.1 0.0 0.1
H -2.56059 0.60701 1.44125 -0.1 0.0 0.1



16
Properties=species:S:1:pos:R:3:forces:R:3 method="wB97M-V/def2-TZVPD" smiles="N[SiH2]C1C=CC=C1" e_homo_ev=-8.54 total_charge=0 gap_ev=9.454 total_energy_ev=-14697.3381 lumo_ev=0.9
C -0.95807 1.37156 1.55936 0.5 0.8 2.2
C -1.64343 1.31349 0.33681 2.1 -1.2 -1.5
C 0.30729 1.02527 1.38492 2.0 -1.7 -0.4
C -0.83500 0.84546 -0.63122 2.0 -0.5 1.9
C 0.48856 0.49090 -0.02842 1.2 0.9 2.0
N 1.14961 -1.66188 -1.80414 0.6 -0.9 1.5
Si 0.80618 -1.43232 -0.10481 -3.3 0.8 -0.8
H -1.28127 1.71510 2.53001 -0.6 0.2 -0.2
H -2.55996 1.65442 0.15493 -3.8 1.2 -0.5
H 1.16208 1.05846 2.08066 -0.8 -0.1 -0.2
H -0.84778 0.65278 -1.63677 -1.3 0.0 -2.4
H 1.39771 1.03294 -0.37302 -0.6 -0.4 -0.6
H 0.45866 -1.20570 -2.35761 -0.4 -0.2 -0.9
H 1.29115 -2.66129 -1.99455 -0.3 0.8 -0.5
H 1.74798 -2.28432 0.55944 0.8 0.0 0.7
H -0.68372 -1.91488 0.32442 1.7 0.3 -0.3



67
Properties=species:S:1:pos:R:3:forces:R:3 method="wB97M-V/def2-TZVPD" multiplicity=2 e_homo_ev="-3.33 / -3.77" s2=0.801 total_charge=-1 gap_ev="5.876 / 5.884" total_energy_ev=-84357.5901 lumo_ev="2.5 / 2.1"
Ru 0.12821 -1.00094 0.09096 0.2 0.3 0.2
C 4.27746 -3.97205 -0.72055 0.0 -0.1 0.0
S 3.70519 -3.08360 -2.18074 0.1 0.0 0.0
C 2.28506 -2.25846 -1.54609 -0.2 0.2 0.0
S 1.38196 -2.90718 -0.23256 0.0 -0.1 0.0
N 1.96464 -1.19918 -2.21593 0.1 -0.1 -0.1
N 0.80381 -0.57855 -1.77873 0.0 -0.1 0.0
C 0.16440 0.00969 -2.76259 0.0 0.1 0.0
C -1.01562 0.76951 -2.68146 0.0 0.0 0.1
C -1.75594 1.00790 -3.86218 0.0 0.0 0.0
C -2.99162 1.57829 -3.84811 0.1 0.0 -0.1
C -3.55986 1.94803 -2.58935 0.0 0.0 0.1
C -2.81672 1.80544 -1.47327 0.0 0.0 0.0
N -1.53467 1.30454 -1.49259 0.0 0.0 0.0
H 5.21641 -4.44208 -1.01380 0.0 0.0 0.0
H 3.57114 -4.74068 -0.41572 0.0 0.0 0.0
H 4.45653 -3.28018 0.09980 0.0 0.0 0.0
H 0.56830 -0.13766 -3.75945 0.0 0.0 0.0
H -1.31619 0.66094 -4.78862 0.0 0.0 0.0
H -3.54436 1.72073 -4.76619 0.0 0.0 0.0
H -4.56096 2.34514 -2.51038 0.0 0.0 0.0
H -3.16924 2.09956 -0.49557 0.0 0.0 0.0
C 1.41636 -1.51961 3.21359 0.0 0.0 -0.1
C -0.01548 -1.93559 3.10892 0.0 0.0 -0.1
C -0.63300 -2.42392 4.28767 -0.1 0.0 0.0
C -1.93519 -2.80203 4.27784 0.1 0.0 0.0
C -2.65719 -2.75456 3.06659 0.0 0.0 0.0
C -4.00169 -3.17581 3.00296 0.0 0.0 -0.1
C -4.65004 -3.16485 1.79429 0.0 0.0 0.1
C -3.98115 -2.75627 0.63942 0.0 0.0 -0.1
C -2.65897 -2.32918 0.65556 -0.1 0.0 -0.1
S -1.84456 -1.89654 -0.80274 -0.1 0.0 0.0
C -1.97942 -2.29528 1.91155 0.0 0.0 0.1
N -0.67054 -1.84408 1.96219 0.0 0.0 0.1
H 1.80923 -1.79301 4.19180 0.0 0.0 0.0
H 1.53013 -0.44690 3.06759 0.0 0.0 0.0
H 2.01332 -1.99392 2.43508 0.0 0.0 0.0
H -0.04060 -2.46994 5.19106 0.0 0.0 0.0
H -2.42751 -3.16146 5.17442 0.0 0.0 0.0
H -4.49009 -3.50688 3.91111 0.0 0.0 0.0
H -5.68283 -3.48531 1.72377 0.0 0.0 0.0
H -4.49223 -2.77940 -0.31528 0.0 0.0 0.0
C 3.02270 2.58320 -1.55992 0.0 0.0 0.0
N 2.06365 3.67524 -1.43848 0.0 0.0 0.0
C 2.28878 4.66620 -2.46984 0.0 0.0 0.0
C 0.70844 3.15830 -1.51717 0.0 0.0 0.0
C 0.28479 2.41607 -0.26818 0.1 0.0 0.1
C 0.83544 2.73967 0.95261 0.0 0.0 -0.1
C 0.35060 2.19395 2.14449 -0.1 -0.1 0.0
C -0.69693 1.30519 2.12045 0.1 0.1 0.0
C -1.25428 0.92062 0.89377 -0.1 -0.2 -0.1
C -0.75932 1.46445 -0.29365 -0.1 -0.2 -0.1
H 4.03479 2.96062 -1.41623 0.0 0.0 0.0
H 2.95853 2.09461 -2.54681 0.0 0.0 0.0
H 2.83516 1.82643 -0.80119 0.0 0.0 0.0
H 3.30800 5.04715 -2.39464 0.0 0.0 0.0
H 1.59839 5.50294 -2.34643 0.0 0.0 0.0
H 2.15457 4.25545 -3.48686 0.0 0.0 0.0
H 0.59462 2.51986 -2.40330 0.0 0.0 0.0
H 0.02206 4.00185 -1.65454 0.0 0.0 0.0
H 1.65610 3.44521 0.96874 0.0 0.0 0.0
H 0.81176 2.47415 3.08315 0.0 0.0 0.0
H -1.09094 0.87829 3.03444 0.0 0.0 0.0
H -2.13434 0.28994 0.85588 0.0 0.1 0.0
S 4.59465 0.46747 1.28563 0.2 0.0 0.1
C 3.03539 0.10876 0.95851 -0.2 0.1 -0.1
N 1.91093 -0.11030 0.74534 0.1 -0.2 -0.1